The following is a quantum chemistry calculation of a cluster of 11 separate species, C44H121N11O11 in total, from the Open Molecules 2025 dataset.

For the relative energy (zero: lowest compared OMol25 entry of this formula, charge and spin), the calculation gives 165.6 kcal/mol. The value obtained for the LUMO energy is 0.4 eV. For the HOMO-LUMO gap, the calculation gives 9.24 eV. As for the SMILES: COC[C@H](C)N.COC[C@H](C)N.COC[C@H](C)N.COC[C@H](C)N.COC[C@H](C)N.COC[C@H](C)N.COC[C@H](C)N.COC[C@H](C)N.COC[C@H](C)N.COC[C@H](C)N.COC[C@H](C)N. The calculation puts the highest occupied orbital energy at -0.32560 Ha. As for the net charge: 0.

Last column: Mulliken charge in e.
Element x y z (Å)
1 O -13.1151 -3.9061 -8.7221  -0.360
2 O 0.4245 -7.8786 -19.4503  -0.297
3 O -6.7903 -4.4002 -17.2275  -0.406
4 O 4.1039 -2.1267 -13.1079  -0.341
5 O -3.1769 -12.5513 -11.0001  -0.357
6 O -1.1606 -11.8921 -26.4289  -0.317
7 O -14.2144 -4.9221 -19.0533  -0.289
8 O -7.4769 -14.9950 -18.0247  -0.358
9 O -9.5634 -13.3928 -29.0013  -0.337
10 O -4.6845 0.7908 -9.6831  -0.364
11 O -11.5932 4.2853 -12.5632  -0.314
12 N 6.4380 -0.3534 -14.3447  -0.762
13 N -4.0068 4.3896 -8.7408  -0.771
14 N -8.2608 -6.4233 -18.4296  -0.693
15 N -2.2616 -15.1929 -24.5990  -0.677
16 N 1.9858 -7.6751 -22.7519  -0.731
17 N -16.5155 -7.8404 -18.2026  -0.740
18 N -5.2836 -12.2594 -8.8742  -0.699
19 N -7.6881 -15.2735 -31.6116  -0.752
20 N -14.9776 -5.9610 -11.1093  -0.710
21 N -10.3435 -12.7778 -17.2429  -0.732
22 N -14.4638 6.6954 -12.1621  -0.753
23 C -12.9037 4.6261 -12.1117  -0.729
24 C -5.7106 -5.0029 -16.4671  -0.756
25 C -9.9935 -13.7624 -19.3908  -1.371
26 C 0.1680 -8.8751 -18.5390  -0.710
27 C -4.1561 1.9491 -8.9510  -0.652
28 C -8.8207 -15.0491 -30.7135  0.556
29 C -12.5338 -4.6708 -7.6668  -0.637
30 C -9.3305 -12.8853 -27.7082  -0.744
31 C -15.4893 -7.0900 -18.9223  0.524
32 C -2.4685 -13.9031 -25.2218  0.486
33 C -3.2220 -13.5847 -11.9477  -0.651
34 C 5.9419 -1.3486 -16.4257  -1.524
35 C -1.1773 -13.2392 -25.7947  -0.755
36 C 4.8716 -2.3598 -14.2805  -0.714
37 C -5.4678 -12.0102 -10.2527  0.675
38 C -13.1274 6.1423 -11.8343  0.486
39 C -13.8637 -5.6494 -10.2174  0.384
40 C -6.7594 -4.6008 -18.5920  -0.660
41 C 0.0212 -6.5147 -22.0913  -1.362
42 C -6.9521 -6.3663 -20.4789  -1.387
43 C 1.2658 -7.2282 -21.5922  0.483
44 C -7.7236 -16.3018 -17.6254  -0.655
45 C -2.1430 -11.7965 -27.4715  -0.657
46 C -3.0488 -13.0747 -24.0631  -1.432
47 C -8.4299 -14.0200 -29.6520  -0.658
48 C -11.5011 2.8694 -12.6830  -0.714
49 C -14.1897 -4.3080 -9.4978  -0.636
50 C -12.5566 6.4900 -10.4046  -1.295
51 C -12.6545 -5.5263 -11.2056  -1.229
52 C -15.3934 -5.5973 -18.5912  -0.735
53 C -4.7434 3.5267 -10.7667  -1.406
54 C -4.7818 3.2895 -9.2882  0.347
55 C 2.9139 -1.4270 -13.3217  -0.668
56 C -6.6402 -11.1223 -10.3986  -1.455
57 C -5.9801 0.3373 -9.2464  -0.681
58 C -9.3894 -16.3080 -29.9866  -1.305
59 C 5.4114 -1.0842 -15.0655  0.761
60 C -14.2509 -3.5636 -18.7794  -0.726
61 C -4.1779 -11.5493 -10.9056  -0.671
62 C -15.6479 -7.4136 -20.4153  -1.481
63 C -6.9936 -6.0509 -18.9767  0.461
64 C -9.7255 -13.9228 -17.9081  0.503
65 C -8.2699 -13.9794 -17.4356  -0.694
66 C 1.0580 -8.3957 -20.6159  -0.673
67 H 2.4111 -1.5911 -12.3686  0.245
68 H -0.4360 -8.3983 -17.7670  0.235
69 H -2.4024 -14.2530 -11.6836  0.236
70 H -3.1998 -12.0608 -24.4335  0.329
71 H 2.3151 -1.9566 -14.0627  0.321
72 H -8.5703 -16.6012 -29.3299  0.343
73 H -11.9544 -3.9953 -7.0374  0.223
74 H -3.9045 -13.5095 -23.5467  0.384
75 H -3.1443 -13.9836 -26.0732  0.314
76 H -7.5151 -3.9293 -18.9997  0.346
77 H 2.0691 -8.7400 -20.3986  0.317
78 H -10.1797 -14.8422 -17.5387  0.203
79 H 2.6014 -8.4249 -22.4709  0.262
80 H -12.3266 -6.5316 -11.4702  0.322
81 H -7.8721 -5.9934 -20.9291  0.316
82 H -5.8808 -0.1896 -8.2973  0.301
83 H -6.3458 -0.4769 -9.8720  0.259
84 H -7.5023 -16.3823 -16.5612  0.290
85 H -5.2999 -4.3185 -15.7248  0.285
86 H 4.5420 -0.4384 -15.1881  0.163
87 H -16.7766 -8.6396 -18.7622  0.250
88 H 1.4121 -8.3106 -23.2877  0.268
89 H -4.5337 5.2376 -8.8933  0.290
90 H -8.2435 -6.0691 -17.4839  0.297
91 H -7.7599 -13.2828 -30.0946  0.291
92 H -5.1859 4.4427 -11.1580  0.413
93 H -16.0720 -8.2186 -17.3777  0.265
94 H -2.5286 -15.9557 -25.2048  0.256
95 H -5.0779 -11.4051 -8.3761  0.274
96 H -4.2972 1.7830 -7.8830  0.314
97 H -12.5172 6.6834 -12.5575  0.221
98 H -14.4985 7.6624 -11.8730  0.244
99 H -6.9672 -7.4489 -20.6051  0.338
100 H -14.9796 -5.4201 -11.9623  0.237
101 H -4.7989 -5.2425 -17.0145  0.323
102 H -3.1097 -12.0910 -27.0630  0.253
103 H -9.4371 -13.7667 -27.0759  0.311
104 H 3.0768 -0.3712 -13.5384  0.241
105 H -9.5881 -14.5888 -31.3358  0.259
106 H -0.6052 -7.2347 -22.6179  0.325
107 H -3.0785 2.0355 -9.0904  0.372
108 H -11.8028 2.3535 -11.7715  0.297
109 H -11.0355 -13.7930 -19.7092  0.420
110 H -0.2966 -9.7121 -19.0602  0.313
111 H -15.4337 -8.4719 -20.5642  0.390
112 H -16.2325 -5.0969 -19.0746  0.304
113 H -0.4687 -6.0561 -21.2324  0.322
114 H -15.5648 -5.5249 -17.5172  0.355
115 H -6.5779 -10.1930 -9.8325  0.327
116 H -16.6612 -7.1601 -20.7269  0.374
117 H -8.2232 -14.0554 -16.3493  0.388
118 H -3.7925 3.2135 -11.1977  0.384
119 H -13.1221 6.1624 -9.5323  0.335
120 H 1.8325 -6.4251 -21.1209  0.248
121 H 4.2934 -2.9412 -14.9987  0.351
122 H 5.7486 -2.9348 -13.9832  0.356
123 H 1.0660 -9.1701 -17.9960  0.271
124 H -8.7573 -16.5819 -17.8285  0.274
125 H -11.3246 -12.7967 -17.4824  0.278
126 H -0.5019 -13.2024 -24.9399  0.325
127 H -4.4283 -12.7931 -8.8127  0.281
128 H -2.2335 -10.8124 -27.9312  0.258
129 H -13.2756 -3.0982 -18.9219  0.246
130 H -11.5442 6.0874 -10.3749  0.323
131 H -2.3266 -13.0030 -23.2498  0.407
132 H -9.4987 -17.2440 -30.5342  0.380
133 H -10.5339 2.4302 -12.9273  0.283
134 H -7.7992 -15.7905 -32.4721  0.245
135 H 5.2006 -1.8254 -17.0669  0.383
136 H -14.5418 -7.5130 -18.5888  0.275
137 H 0.4473 -9.1590 -21.0982  0.369
138 H -7.5614 -11.5674 -10.0226  0.357
139 H -14.9757 -3.0091 -19.3755  0.301
140 H -15.8878 -5.8320 -10.6911  0.237
141 H -4.1372 -14.1561 -11.7927  0.299
142 H -6.7080 1.1463 -9.1848  0.277
143 H -5.6599 -12.9860 -10.6988  0.119
144 H -0.8054 -13.9275 -26.5537  0.305
145 H -13.3354 -5.0952 -7.0622  0.303
146 H -9.9286 -12.0448 -27.3562  0.261
147 H -14.8952 -6.8006 -20.9109  0.382
148 H -9.5875 -14.6122 -19.9395  0.289
149 H -2.8376 -15.3034 -23.7768  0.229
150 H 6.8493 -1.9497 -16.4847  0.319
151 H 6.6048 0.5242 -14.8159  0.235
152 H -6.9963 -16.9329 -18.1362  0.243
153 H -5.4626 2.8369 -11.2084  0.312
154 H -8.3038 -12.5579 -27.5447  0.305
155 H -15.1455 -4.3330 -8.9744  0.357
156 H -5.8079 3.1494 -8.9483  0.279
157 H -9.6501 -12.7924 -19.7504  0.349
158 H -6.0971 -5.9218 -16.0260  0.285
159 H -4.4834 -11.3082 -11.9238  0.302
160 H -6.0905 -5.8909 -20.9476  0.351
161 H -12.4916 7.5727 -10.2961  0.367
162 H 6.0568 -0.0330 -13.4660  0.261
163 H -11.7905 -5.0844 -10.7093  0.300
164 H -9.9871 -11.9773 -17.7451  0.306
165 H 6.1190 -0.3382 -16.7944  0.375
166 H -11.9452 -5.4534 -8.1457  0.255
167 H -10.3122 -16.1552 -29.4269  0.276
168 H -6.2522 -6.6912 -18.4988  0.278
169 H -6.7359 -10.8491 -11.4495  0.361
170 H -7.5709 -14.3179 -31.9166  0.252
171 H -14.6580 6.7168 -13.1530  0.248
172 H -13.6328 -6.4452 -9.5091  0.322
173 H -14.2670 -3.5479 -10.2752  0.269
174 H -13.5847 4.4811 -12.9503  0.313
175 H 0.2850 -5.6866 -22.7492  0.361
176 H -1.8956 -12.4490 -28.3088  0.293
177 H -12.0429 2.5988 -13.5893  0.297
178 H -7.8280 -14.5727 -28.9308  0.319
179 H -7.6616 -13.1285 -17.7424  0.267
180 H -3.2716 4.5485 -9.4149  0.327
181 H -12.9473 -5.0376 -12.1349  0.362
182 H -3.7431 -10.6203 -10.5368  0.332
183 H -13.3261 4.0147 -11.3143  0.390
184 H -8.9901 -5.8832 -18.8728  0.263
185 H -3.0919 -13.2276 -12.9693  0.270
186 H -5.7820 -4.3157 -18.9812  0.360
187 H -14.5584 -3.4171 -17.7440  0.307

The following is a quantum chemistry calculation of a cluster of 3 separate species, C18H19F2N2O4 in total, from the Open Molecules 2025 dataset.

The value obtained for the LUMO energy is 2.3 eV. For the HOMO-LUMO gap, the calculation gives 6.51 eV. The calculation puts the highest occupied orbital energy at -0.15381 Ha. As for the net charge: -1.

Last column: Mulliken charge in e.
Element x y z (Å)
1 F -1.0520 -3.0958 0.7357  -0.247
2 F -1.3390 1.2813 -0.0729  -0.258
3 O 2.2152 1.0696 -0.8029  -0.539
4 O 4.6933 4.2379 -1.1904  -0.551
5 O -1.1863 4.8278 0.0647  -0.744
6 O -0.2462 5.7425 1.8705  -0.736
7 N 2.6757 3.2976 -0.7170  0.246
8 N 1.4334 3.9431 -0.5237  -0.455
9 C -0.2647 4.8795 0.9789  0.138
10 C -4.0283 -5.1245 0.4769  -0.414
11 C -1.6205 -2.0900 -2.3852  -0.434
12 C 3.8108 4.1404 -0.3681  0.462
13 C -3.2088 -4.0055 0.5415  -0.235
14 C 2.7463 1.9555 -0.1660  0.405
15 C -2.6135 -0.0861 -1.4958  -0.472
16 C 3.9730 4.9658 0.9445  -0.913
17 C 3.4864 1.5359 1.1410  -0.936
18 C -0.3422 -0.6660 -0.9258  -0.099
19 C -1.2788 -5.4354 0.7599  -0.457
20 C -0.4407 -1.8110 -1.7047  -0.686
21 C -1.8430 -4.1746 0.6794  0.242
22 C -1.4304 0.1812 -0.8279  0.303
23 C -2.7062 -1.2265 -2.2833  -0.470
24 C 0.8614 3.7662 0.8268  0.281
25 C -2.1017 -6.5532 0.7059  -0.358
26 C -3.4756 -6.3973 0.5616  -0.446
27 H -3.6218 -3.0058 0.4856  0.444
28 H -5.0987 -5.0038 0.3602  0.355
29 H -1.6721 -7.5454 0.7756  0.352
30 H 0.7862 3.5814 -1.2303  0.333
31 H -3.6244 -1.4426 -2.8172  0.391
32 H 3.3889 5.9275 0.9384  0.284
33 H 0.5705 -0.4284 -0.3967  0.492
34 H 1.5908 3.8721 1.6632  0.219
35 H 0.3263 2.7860 0.9795  0.026
36 H -3.4499 0.5948 -1.3970  0.451
37 H 2.7705 0.9727 1.7989  0.255
38 H 0.4030 -2.4865 -1.7814  0.378
39 H 3.9777 2.3661 1.6955  0.300
40 H 5.0566 5.2492 1.0098  0.308
41 H -1.6955 -2.9823 -2.9972  0.398
42 H -4.1162 -7.2705 0.5152  0.358
43 H 3.6329 4.4180 1.8629  0.285
44 H -0.2056 -5.5365 0.8638  0.406
45 H 4.2631 0.7756 0.8476  0.334

The following is a quantum chemistry calculation of the molecule C6H9N7, from the Open Molecules 2025 dataset.

For the relative energy (zero: lowest compared OMol25 entry of this formula, charge and spin), the calculation gives 158.9 kcal/mol. The value obtained for the LUMO energy (alpha / beta) is -0.6 / 0.1 eV. For the HOMO-LUMO gap (alpha / beta), the calculation gives 6.58 / 7.80 eV. The calculation puts the highest occupied orbital energy (alpha / beta) at -0.26269 / -0.28301 Ha. As for the net charge: 0.

Last column: Mulliken charge in e.
Element x y z (Å)
1 N -0.1402 -1.2303 0.9766  -0.612
2 N 0.9897 2.0793 -2.1604  -0.395
3 N 1.1304 0.8294 -2.3448  -0.195
4 N -2.5106 1.2628 0.4244  -0.379
5 N -3.0485 0.6014 1.4664  -0.624
6 N -1.1729 -0.3907 0.9557  0.347
7 N -0.7066 1.0053 -1.0168  0.072
8 C -2.2771 -0.3532 1.7950  0.140
9 C 0.2002 0.1525 -1.6520  -0.510
10 C -0.2692 2.3436 -1.3997  -0.333
11 C 2.2905 -1.7724 0.6602  -0.973
12 C -1.4012 0.6738 0.0920  0.486
13 C 1.1391 -0.7957 0.7512  -0.477
14 H 0.2305 -0.9781 -1.6833  0.549
15 H -0.8929 2.9376 -2.0594  0.332
16 H 2.4136 -2.3042 -0.4401  0.191
17 H 1.2511 0.0933 0.1784  0.698
18 H -0.0511 2.9760 -0.5956  0.337
19 H 3.2598 -1.2119 0.8764  0.304
20 H -0.4042 -2.3100 1.0975  0.349
21 H 2.1023 -2.5367 1.4435  0.338
22 H -2.1327 -1.0717 2.6349  0.352

The following is a quantum chemistry calculation of a cluster of 2 separate species, H4OS2 in total, from the Open Molecules 2025 dataset.

For the relative energy (zero: lowest compared OMol25 entry of this formula, charge and spin), the calculation gives 3.9 kcal/mol. The value obtained for the LUMO energy is 0.4 eV. For the HOMO-LUMO gap, the calculation gives 10.05 eV. As for the SMILES: SS.O. The calculation puts the highest occupied orbital energy at -0.35515 Ha. As for the net charge: 0.

Last column: Mulliken charge in e.
Element x y z (Å)
1 S -2.1756 -1.2913 3.6139  -0.180
2 S -1.4001 0.5702 3.2072  -0.167
3 O 2.5335 0.6728 -3.6815  -0.650
4 H -0.3052 0.0895 2.5807  0.178
5 H 1.7305 0.1208 -3.8186  0.325
6 H 2.4801 1.3657 -4.3781  0.326
7 H -2.8632 -1.5277 2.4764  0.169